DFT (wB97M-V/def2-TZVPD) results for a cluster of 2 separate species, C7H5BrN4O3 in total at a distorted geometry.

Geometry as XYZ:
```
20
Properties=species:S:1:pos:R:3:forces:R:3
C 0.8291 1.0477 -2.8005 3.9 -0.8 -0.3
C 0.5036 0.4020 -0.0962 -0.1 0.7 -4.0
C -0.5113 0.5259 -1.0867 2.1 1.6 -3.1
C 1.8260 0.6311 -0.5215 -0.5 0.3 -1.1
C 2.0137 -1.5904 2.0079 -1.4 -0.3 -0.6
C -1.6940 0.2900 -0.4443 -2.3 -1.1 2.3
C -2.3826 -0.4895 1.8951 2.5 -2.3 2.1
N -0.3781 0.8850 -2.3996 -2.5 -0.5 1.5
N -0.0398 -0.0173 0.9964 2.7 -1.3 4.6
N -1.3418 -0.0266 0.8932 -6.6 0.5 -0.5
N 1.8818 0.8655 -1.9589 -2.3 0.3 -0.7
O 2.3289 -1.9421 0.9682 1.6 -0.7 -1.7
O 2.8772 0.7032 0.0485 1.7 -0.1 1.4
O 1.4592 -1.3164 2.9646 0.0 0.7 2.7
Br -3.4348 0.1771 -0.9998 0.2 0.1 -0.4
H 1.1204 1.1812 -3.8854 -0.7 0.1 1.3
H -3.4288 -0.1429 1.8667 1.0 0.6 -0.6
H -2.4437 -1.6265 1.9118 -0.1 1.0 -0.8
H -1.9793 -0.4219 2.9785 -0.4 0.9 -1.8
H 2.7943 0.8648 -2.3380 1.0 0.2 -0.2
```
Positions in Å, forces in eV/Å.

As for the gap between HOMO and LUMO (spin up / spin down): 5.63 / 6.05 eV. The highest occupied orbital energy (spin up / spin down) is -5.21 / -9.12 eV. Its expectation value of S² is 2.023. The spin multiplicity is 3.

DFT (wB97M-V/def2-TZVPD) results for an isolated molecule of C7H5ClN2O2 at a distorted geometry.

Geometry as XYZ:
```
17
Properties=species:S:1:pos:R:3:forces:R:3
C -2.4596 -0.5737 -0.8601 0.0 -2.7 -1.4
C -1.8857 -0.6402 0.5471 1.2 -2.6 -2.2
O -0.4955 -0.1128 0.4807 -2.0 -0.7 0.7
C 0.3809 -1.0624 0.2323 1.0 0.1 -0.5
O 0.2215 -2.2332 -0.0226 -0.5 0.6 0.4
C 1.7351 -0.4748 0.2439 0.6 4.9 -0.4
Cl 2.9552 -1.5331 -0.0289 1.0 0.1 -0.1
C 2.0627 1.3882 0.1441 -0.4 -7.0 0.4
C 3.3942 1.6088 -0.1336 0.0 0.2 -0.8
N 4.4333 1.7086 -0.6243 0.6 0.1 0.2
C 1.1810 2.2839 0.6591 0.3 0.1 -0.1
N 0.6335 3.1811 1.1079 -1.2 1.1 0.6
H -3.5509 -0.6236 -0.8984 0.0 0.9 0.4
H -2.0045 0.2853 -1.3077 -0.4 0.6 -0.6
H -2.2753 -1.4946 -1.5514 0.5 1.5 1.4
H -1.8606 -1.7099 0.9123 0.0 1.5 0.0
H -2.4654 0.0022 1.0996 -0.7 1.5 1.9
```
Positions in Å, forces in eV/Å.

Its SMILES is CCOC(=O)C(Cl)=C(C#N)C#N. As for the gap between HOMO and LUMO (spin up / spin down): 8.35 / 6.93 eV. For the energy relative to the best compared isomer or geometry (same formula, charge and spin), the calculation gives 70.54 kcal per mole. The highest occupied orbital energy (spin up / spin down) is -10.20 / -9.60 eV. The spin multiplicity is 1.

DFT (wB97M-V/def2-TZVPD) results for an isolated molecule of C7H5F3I2O at a distorted geometry.

Geometry as XYZ:
```
18
Properties=species:S:1:pos:R:3:forces:R:3
C -0.0703 -1.9528 -0.4855 3.5 -1.9 -1.6
C -1.1131 -1.2544 0.0419 -2.0 2.7 0.1
C 1.1148 -1.2759 -0.8415 -2.0 -5.7 1.0
C -0.9332 0.2372 0.1341 0.3 0.2 2.5
C -0.1236 0.9229 -0.9584 1.1 -3.2 -1.4
C 1.2022 0.0623 -0.8525 -0.2 6.4 -1.5
C -0.1280 0.4353 1.4711 -1.0 -0.5 2.9
O 0.0092 2.2460 -0.8759 0.3 2.0 -0.1
F -0.9827 0.0928 2.5837 1.6 1.2 -2.0
F 0.9318 -0.3802 1.6719 -0.7 0.8 -0.3
F 0.3632 1.7190 1.6597 -0.8 -1.4 0.2
I -2.7031 1.4154 0.3973 -0.7 -0.2 -0.1
I 3.0650 1.0186 -1.1524 -1.1 -0.5 0.2
H -0.1244 -3.0740 -0.5535 0.3 1.3 0.2
H -2.0056 -1.6489 0.4769 -0.2 -0.4 0.0
H 2.0202 -1.8325 -0.8409 0.5 -0.6 -0.7
H -0.7103 0.7512 -1.9012 0.8 -0.3 0.5
H 0.1877 2.5178 0.0254 0.2 0.2 0.1
```
Positions in Å, forces in eV/Å.

As for the gap between HOMO and LUMO (spin up / spin down): 6.42 / 6.98 eV. The highest occupied orbital energy (spin up / spin down) is -6.45 / -9.77 eV. Its expectation value of S² is 2.010. The spin multiplicity is 3.

DFT (wB97M-V/def2-TZVPD) results for an isolated molecule of C7H5F3N2O at a distorted geometry.

Geometry as XYZ:
```
18
Properties=species:S:1:pos:R:3:forces:R:3
O 0.3064 -2.8075 0.4317 -1.1 2.7 1.0
C -0.2839 -1.8679 0.9765 1.6 -2.0 -1.7
N -0.6650 -0.5969 0.5557 0.9 0.4 2.2
C -0.0370 0.2554 -0.4361 3.5 -1.1 -0.3
C -0.5394 1.5231 -0.6365 1.0 -2.3 0.7
C 0.1284 2.3996 -1.4719 2.0 -1.5 1.0
C 1.4271 1.9955 -1.9606 -2.6 1.3 -0.2
C 1.8027 0.6539 -1.8081 0.2 0.3 -2.5
N 1.1658 -0.1566 -1.0361 -3.9 -1.6 2.1
C -1.0088 -2.1865 2.3135 -1.9 -0.7 -1.9
F -1.8848 -3.1494 1.9988 -0.2 -0.7 -0.1
F -0.4272 -2.5657 3.4016 1.4 0.2 0.7
F -1.7868 -1.1200 2.5561 -0.9 0.8 2.1
H -1.0255 -0.1812 1.5252 0.9 0.1 -3.7
H -1.2024 1.6780 0.1717 -1.7 1.4 -0.2
H -0.4228 3.3033 -1.4670 0.6 1.5 -0.8
H 2.0133 2.7134 -2.5146 0.1 -0.2 -0.3
H 2.4397 0.1095 -2.5997 0.0 1.3 1.8
```
Positions in Å, forces in eV/Å.

Its SMILES is O=C(Nc1ccccn1)C(F)(F)F. As for the gap between HOMO and LUMO: 9.46 eV. For the energy relative to the best compared isomer or geometry (same formula, charge and spin), the calculation gives 38.56 kcal per mole. The highest occupied orbital energy is -9.26 eV. The spin multiplicity is 1.